1) C4H5NO3S in the gas phase, computed with ωB97M-V/def2-TZVPD.

Computed properties:
HOMO level in eV: -10.8440
E_LUMO in eV: -0.39
Gap between HOMO and LUMO in eV: 10.455

Each line ends with the Löwdin charge.
CARTESIAN COORDINATES (ANGSTROEM)
C (0.6188, 1.8690, -1.8152)  0.062
C (0.6034, 1.0794, -0.7687)  -0.219
C (1.5379, 0.7866, 0.2351)  -0.249
N (2.0911, 0.5106, 1.2081)  0.184
S (-1.1558, -0.1108, -0.3149)  0.676
O (-1.7424, 0.5076, 0.8516)  -0.291
O (-1.8952, -0.0115, -1.5181)  -0.265
O (-0.7633, -1.5726, 0.0699)  -0.268
C (-0.2773, -1.8377, 1.3583)  -0.115
H (-0.2948, 1.9680, -2.3892)  0.079
H (1.6035, 2.3688, -2.0208)  0.110
H (-0.5128, -0.9923, 2.1321)  0.127
H (0.8572, -1.8223, 1.2640)  0.098
H (-0.6703, -2.7428, 1.7080)  0.071

2) C4H5NO3S in the gas phase, computed with ωB97M-V/def2-TZVPD.

Computed properties:
HOMO level (alpha / beta) in eV: -8.6510 / -8.6457
E_LUMO (alpha / beta) in eV: -2.02 / -2.03
Gap between HOMO and LUMO (alpha / beta) in eV: 6.626 / 6.619

Each line ends with the Löwdin charge.
CARTESIAN COORDINATES (ANGSTROEM)
C (0.9462, 0.0874, -1.2948)  0.114
C (2.2559, 0.3607, -1.6334)  -0.278
C (0.1866, 0.0427, 1.9462)  -0.134
C (-1.3739, -0.5498, -0.7281)  -0.121
N (-0.1782, -0.2314, -1.1451)  0.056
O (2.7339, 1.3706, -2.0389)  0.107
O (-2.3573, -0.7153, 1.7776)  -0.324
O (-1.7513, 1.5319, 0.9991)  -0.327
S (-1.3761, 0.1838, 1.2683)  0.600
H (2.9496, -0.4830, -1.4436)  0.141
H (0.5091, -0.8799, 2.0537)  -0.044
H (0.9051, 0.7081, 1.6681)  -0.027
H (-2.0117, 0.2369, -0.9370)  0.081
H (-1.4380, -1.6626, -0.4920)  0.156

Most stable = 1)

1) C7H10N2 in the gas phase, computed with ωB97M-V/def2-TZVPD.

Computed properties:
HOMO level in eV: -8.8178
E_LUMO in eV: 1.03
Gap between HOMO and LUMO in eV: 9.847

Each line ends with the Löwdin charge.
CARTESIAN COORDINATES (ANGSTROEM)
C (-2.5600, -0.4575, 0.1265)  0.131
C (-1.3625, -0.5124, 0.2964)  -0.098
C (0.1326, -0.5947, 0.3875)  -0.364
C (0.7054, -1.2851, -0.8773)  -0.142
N (0.6459, -0.2073, -1.9003)  -0.053
C (0.4211, 1.1963, -1.3405)  -0.099
C (0.7030, 0.8013, 0.1470)  -0.296
N (0.3406, 1.1979, 1.5439)  0.018
C (0.4129, -0.2981, 1.8833)  -0.094
H (-3.6384, -0.4445, -0.0383)  0.040
H (1.7364, -1.5545, -0.6815)  0.109
H (0.0894, -2.1276, -1.2067)  0.111
H (1.4088, -0.1988, -2.5612)  0.092
H (1.1724, 1.8531, -1.7762)  0.103
H (-0.5889, 1.5598, -1.5165)  0.096
H (1.7744, 0.6139, 0.1402)  0.138
H (-0.6429, 1.4587, 1.5103)  0.085
H (-0.3204, -0.6337, 2.6512)  0.124
H (1.3878, -0.5600, 2.2375)  0.098

2) C7H10N2 in the gas phase, computed with ωB97M-V/def2-TZVPD.

Computed properties:
HOMO level in eV: -9.1875
E_LUMO in eV: 0.46
Gap between HOMO and LUMO in eV: 9.646

Each line ends with the Löwdin charge.
CARTESIAN COORDINATES (ANGSTROEM)
H (-0.7391, 0.4457, -2.4621)  0.060
N (-0.7907, 1.2504, -1.8364)  0.147
C (-0.1409, 1.1197, -0.7632)  -0.433
C (-0.1764, 2.2062, 0.2647)  -0.032
C (0.6678, -0.0947, -0.4145)  -0.272
C (1.5932, -0.5394, -1.2896)  0.103
C (0.5870, -0.5581, 0.9707)  -0.364
C (-0.5368, -1.6194, 0.7477)  -0.093
C (-1.7830, -1.3820, 0.3588)  0.034
N (1.4733, -0.5563, 1.8533)  0.183
H (1.3102, -1.1781, 2.6416)  0.063
H (-0.6138, 3.1044, -0.1617)  0.080
H (0.8301, 2.4020, 0.6288)  0.087
H (-0.7836, 1.8970, 1.1151)  0.085
H (2.2864, -1.3209, -1.0284)  0.069
H (1.7565, -0.0247, -2.2220)  0.068
H (-0.3132, -2.5280, 1.3014)  0.098
H (-2.0561, -0.5255, -0.2451)  0.056
H (-2.5708, -2.0983, 0.5411)  0.060

3) C7H10N2 in the gas phase, computed with ωB97M-V/def2-TZVPD.

Computed properties:
HOMO level in eV: -8.7607
E_LUMO in eV: 0.98
Gap between HOMO and LUMO in eV: 9.741

Each line ends with the Löwdin charge.
CARTESIAN COORDINATES (ANGSTROEM)
C (-1.1487, 0.0119, 1.6547)  -0.052
C (0.2300, -0.5060, 0.9399)  -0.534
C (-0.0016, -1.6057, 0.1892)  -0.105
C (-0.2005, -1.3516, -1.1015)  0.024
C (0.0394, 0.1152, -1.8453)  -0.158
N (-1.0233, 0.9163, -1.1944)  0.034
C (0.3951, 1.2382, -0.9348)  -0.291
C (0.9199, 0.6851, 0.3252)  -0.192
N (1.1605, 0.2023, 1.7150)  0.077
H (-0.9847, -0.1425, 2.8503)  0.084
H (-2.2902, -0.5374, 1.6445)  0.130
H (-0.9874, 1.1822, 1.4476)  0.108
H (0.1447, -2.6077, 0.3432)  0.089
H (-0.2112, -2.2792, -1.7403)  0.105
H (0.3004, 0.3138, -2.9177)  0.141
H (-1.5838, 1.5549, -1.7575)  0.098
H (0.7043, 2.2330, -1.1036)  0.127
H (1.8829, 0.3572, -0.4017)  0.191
H (0.6626, 0.5736, 2.6272)  0.125

Most stable = 2)

1) 2 unconnected molecules or ions with the total composition C4H12NOS, computed with ωB97M-V/def2-TZVPD.

Computed properties:
HOMO level in eV: -2.9046
Charge: -1
E_LUMO in eV: 3.38
Gap between HOMO and LUMO in eV: 6.285

Each line ends with the Löwdin charge.
CARTESIAN COORDINATES (ANGSTROEM)
C (-2.6063, -0.4933, -0.4439)  -0.303
N (-1.3473, -0.2226, -1.1401)  -0.102
C (-0.0886, -0.7082, -0.5332)  -0.338
C (0.8712, 0.4968, -0.3212)  -0.741
S (2.5774, -0.0285, 0.0612)  0.243
C (-3.7457, 0.1949, -1.2409)  -0.111
H (-2.5509, -0.2908, 0.6318)  0.098
H (-2.7965, -1.5607, -0.4896)  0.094
H (-1.1760, 0.7757, -1.1719)  0.072
H (-0.1081, -1.1968, 0.4821)  0.101
H (0.3771, -1.5040, -1.1188)  0.076
H (0.8363, 1.0262, -1.3053)  0.045
H (0.5652, 1.1732, 0.4832)  0.036
H (-3.5021, 1.2264, -1.5017)  0.059
H (-4.7530, 0.2883, -0.8334)  0.051
H (-3.8811, -0.4519, -2.1182)  0.065
H (0.8865, 0.4210, 2.9890)  -0.016
H (2.1372, 0.3019, 2.0339)  -0.139
O (1.8370, 0.5253, 2.9749)  -0.191

2) 2 unconnected molecules or ions with the total composition C4H12NOS, computed with ωB97M-V/def2-TZVPD.

Computed properties:
HOMO level in eV: -2.8603
Charge: -1
E_LUMO in eV: 3.22
Gap between HOMO and LUMO in eV: 6.084

Each line ends with the Löwdin charge.
CARTESIAN COORDINATES (ANGSTROEM)
C (0.6089, -1.8985, 0.7404)  -0.407
C (-0.6002, -1.9531, -0.1893)  -0.583
S (-0.0683, -2.4896, -1.8453)  0.636
N (0.1763, -1.3191, 2.0139)  -0.030
H (0.9929, -2.9107, 0.9067)  0.091
H (1.3763, -1.2913, 0.2411)  0.092
H (-1.3380, -2.6462, 0.2160)  0.062
H (-0.9738, -0.9254, -0.2207)  0.052
H (-1.2806, -2.5146, -2.4136)  -0.179
H (0.9389, -1.3605, 2.6842)  0.044
H (-0.0246, -0.3112, 1.8611)  0.022
C (-0.4901, 2.3355, 0.0496)  -0.568
O (-0.2467, 1.1552, 0.6783)  -0.359
C (0.5285, 2.6036, -1.0676)  -0.151
H (-0.4773, 3.2052, 0.7502)  0.068
H (-1.5093, 2.3756, -0.4089)  0.070
H (0.3574, 3.5557, -1.5875)  0.042
H (0.5000, 1.7779, -1.7822)  0.049
H (1.5296, 2.6115, -0.6264)  0.049

Most stable = 1)

1) 2 unconnected molecules or ions with the total composition C4H12NOS, computed with ωB97M-V/def2-TZVPD.

Computed properties:
HOMO level in eV: -2.7519
Charge: -1
E_LUMO in eV: 3.64
Gap between HOMO and LUMO in eV: 6.392

Each line ends with the Löwdin charge.
CARTESIAN COORDINATES (ANGSTROEM)
C (-0.5639, -0.3804, -2.3183)  -0.161
N (0.1853, 0.3805, -1.3396)  -0.119
C (0.3079, -0.1434, 0.0467)  -0.521
C (0.9167, 0.9040, 0.9533)  -0.729
S (0.4289, 0.6216, 2.6868)  0.194
C (1.1799, -1.4211, 0.0185)  -0.093
H (0.0600, -0.7153, -3.1488)  0.066
H (-0.9525, -1.2987, -1.8531)  0.066
H (-1.4604, 0.1495, -2.6526)  0.059
H (1.0728, 0.6774, -1.7058)  0.087
H (-0.7007, -0.4118, 0.3508)  0.101
H (2.0029, 0.9208, 0.7579)  0.048
H (0.6032, 1.9016, 0.6410)  0.037
H (0.7531, -2.2114, -0.6038)  0.052
H (1.1991, -1.8553, 1.0203)  0.053
H (2.1699, -1.1260, -0.3243)  0.066
H (-2.3453, 0.7802, 1.9829)  -0.025
H (-2.0588, 1.7485, 3.0185)  -0.044
O (-2.7980, 1.4793, 2.4694)  -0.137

2) 2 unconnected molecules or ions with the total composition C4H12NOS, computed with ωB97M-V/def2-TZVPD.

Computed properties:
HOMO level in eV: -2.6395
Charge: -1
E_LUMO in eV: 3.39
Gap between HOMO and LUMO in eV: 6.025

Each line ends with the Löwdin charge.
CARTESIAN COORDINATES (ANGSTROEM)
N (0.1616, 1.7741, 0.8504)  -0.033
C (-0.9081, 1.3017, 1.8416)  -0.628
O (-0.4617, 0.3380, 2.6129)  -0.336
H (0.3044, 2.7655, 1.0165)  0.011
H (0.9960, 1.3235, 1.2245)  0.032
H (-1.2408, 2.2311, 2.3828)  0.061
H (-1.7662, 1.0104, 1.1780)  0.059
C (-0.8006, -1.7752, 0.4562)  -0.188
C (-0.3190, -1.3409, -0.9291)  -0.563
S (1.4954, -1.1782, -0.9513)  0.743
C (1.6313, 0.1840, -2.1282)  -0.456
H (-1.8837, -1.7835, 0.5314)  0.064
H (-0.4135, -1.0713, 1.2087)  0.026
H (-0.4335, -2.7767, 0.6924)  0.056
H (-0.7403, -0.3568, -1.1559)  0.062
H (-0.5928, -2.0328, -1.7220)  0.047
H (1.1686, -0.0961, -3.0786)  0.024
H (1.1309, 1.0540, -1.7290)  0.004
H (2.6719, 0.4293, -2.3014)  0.014

Most stable = 1)

1) 6 unconnected molecules or ions with the total composition C5H20ClO9, computed with ωB97M-V/def2-TZVPD.

Computed properties:
HOMO level in eV: -6.9557
Charge: -1
E_LUMO in eV: 3.01
Gap between HOMO and LUMO in eV: 9.964

Each line ends with the Löwdin charge.
CARTESIAN COORDINATES (ANGSTROEM)
Cl (0.9299, -0.5618, -0.3863)  0.659
O (0.7060, -1.9734, -0.1911)  -0.359
O (0.6175, -0.2440, -1.7725)  -0.359
O (0.0405, 0.1685, 0.4941)  -0.373
O (2.2815, -0.1923, -0.0665)  -0.349
C (-2.8808, 2.7401, 0.3155)  -0.178
O (-1.5763, 2.6331, -0.2220)  -0.125
H (-3.4688, 3.4529, -0.2676)  0.066
H (-3.4471, 1.8061, 0.2653)  0.074
H (-2.8043, 3.0920, 1.3478)  0.070
H (-1.2700, 1.7259, -0.0722)  0.034
C (-2.0324, -3.5826, -1.6142)  -0.191
O (-2.0572, -2.2182, -1.9359)  -0.122
H (-2.8403, -4.0830, -2.1514)  0.071
H (-1.0940, -4.0512, -1.9284)  0.080
H (-2.1696, -3.7860, -0.5467)  0.060
H (-1.2113, -1.8110, -1.7108)  0.035
C (2.6025, 1.7838, 2.7670)  -0.140
O (3.3406, 2.8090, 3.4722)  -0.149
H (3.1959, 1.2465, 2.0292)  0.064
H (2.1709, 1.0910, 3.4928)  0.076
H (1.7978, 2.3214, 2.2725)  0.079
H (3.9935, 2.3467, 4.0068)  0.056
C (-2.6484, -1.7373, 1.7158)  -0.142
O (-3.8374, -1.4768, 2.4667)  -0.134
H (-2.8518, -2.0187, 0.6840)  0.060
H (-2.0066, -0.8585, 1.7618)  0.064
H (-2.0807, -2.5569, 2.1692)  0.079
H (-4.6039, -1.6697, 1.9275)  0.059
C (4.2093, 0.9635, -3.0936)  -0.192
O (2.8662, 1.3622, -3.2160)  -0.119
H (4.6522, 1.0577, -2.0992)  0.072
H (4.3191, -0.0746, -3.4384)  0.075
H (4.8244, 1.5508, -3.7802)  0.067
H (2.3331, 0.7447, -2.6952)  0.033

2) 6 unconnected molecules or ions with the total composition C5H20ClO9, computed with ωB97M-V/def2-TZVPD.

Computed properties:
HOMO level in eV: -6.6975
Charge: -1
E_LUMO in eV: 3.00
Gap between HOMO and LUMO in eV: 9.700

Each line ends with the Löwdin charge.
CARTESIAN COORDINATES (ANGSTROEM)
Cl (0.2015, -0.1353, 0.1927)  0.626
O (-1.1312, -0.1477, 0.7384)  -0.369
O (0.1153, -0.8125, -1.0651)  -0.367
O (0.7228, 1.1897, -0.0118)  -0.366
O (1.0941, -0.8664, 1.0883)  -0.371
C (-0.9264, -3.3276, -2.9543)  -0.202
O (-1.4739, -4.3506, -2.1965)  -0.134
H (-1.6161, -2.4943, -3.0885)  0.076
H (0.0439, -3.0261, -2.5595)  0.072
H (-0.7826, -3.6764, -3.9769)  0.066
H (-1.5850, -4.0564, -1.2895)  0.012
C (-2.4498, 2.7399, 2.2377)  -0.196
O (-1.1852, 3.3206, 2.2589)  -0.114
H (-3.3032, 3.3262, 2.5785)  0.068
H (-2.7554, 2.4674, 1.2275)  0.074
H (-2.4117, 1.8462, 2.8606)  0.075
H (-0.5527, 2.7944, 1.7644)  0.052
C (1.3552, 1.5045, -3.3537)  -0.140
O (1.9244, 1.5945, -4.6949)  -0.148
H (1.5206, 2.3433, -2.6775)  0.073
H (0.3173, 1.1754, -3.3030)  0.073
H (1.8405, 0.6120, -2.9589)  0.066
H (2.6325, 2.2415, -4.7338)  0.055
C (2.4961, 2.6849, 2.7717)  -0.180
O (2.4739, 3.7968, 3.6146)  -0.122
H (2.0192, 2.9242, 1.8212)  0.070
H (3.4689, 2.1995, 2.6935)  0.075
H (1.8861, 1.9105, 3.2366)  0.083
H (2.8245, 4.5650, 3.1581)  0.070
C (-1.0518, -4.0376, 1.3479)  -0.122
O (-1.5501, -3.2795, 0.2623)  -0.144
H (-1.4393, -3.6652, 2.2962)  0.079
H (-1.3697, -5.0583, 1.1353)  0.081
H (0.0359, -3.9692, 1.3289)  0.082
H (-1.3885, -2.3333, 0.2506)  0.047

Most stable = 1)

1) C2H4N2OS3 in the gas phase, computed with ωB97M-V/def2-TZVPD.

Computed properties:
HOMO level in eV: -8.8368
E_LUMO in eV: -0.23
Gap between HOMO and LUMO in eV: 8.606

Each line ends with the Löwdin charge.
CARTESIAN COORDINATES (ANGSTROEM)
O (-1.6479, -2.0879, 0.2820)  -0.028
C (-1.4741, -0.8516, 0.0522)  -0.592
S (-2.7908, 0.4269, -0.2540)  0.746
C (-0.0845, -0.2334, 0.1471)  -0.610
N (-0.1407, 1.0027, 0.1709)  -0.431
S (1.2116, 2.0526, 0.0903)  0.694
N (0.8653, -1.2143, 0.2432)  -0.326
S (2.5381, -1.0117, -0.3209)  0.728
H (-1.9089, 1.5460, 0.0118)  -0.067
H (0.5245, 3.2594, 0.3625)  -0.110
H (0.4166, -2.1974, 0.1698)  0.128
H (3.0873, -1.3988, 0.8590)  -0.132

2) C2H4N2OS3 in the gas phase, computed with ωB97M-V/def2-TZVPD.

Computed properties:
HOMO level in eV: -8.7117
E_LUMO in eV: -0.18
Gap between HOMO and LUMO in eV: 8.532

Each line ends with the Löwdin charge.
CARTESIAN COORDINATES (ANGSTROEM)
O (-1.2246, 2.2362, 0.1189)  -0.011
C (-0.1395, 1.6860, -0.0021)  -0.701
S (1.3208, 2.6912, -0.1663)  0.863
C (-0.0411, 0.1851, -0.0874)  -0.518
N (1.1466, -0.3169, -0.1293)  -0.359
S (1.3066, -1.9988, -0.1729)  0.713
N (-1.3291, -0.3636, -0.0436)  -0.405
S (-1.7607, -1.9485, -0.3169)  0.728
H (2.1768, 1.6796, -0.1864)  -0.146
H (2.5994, -1.8420, 0.0114)  -0.156
H (-2.0499, 0.3841, 0.0042)  0.099
H (-2.0053, -2.3924, 0.9704)  -0.107

Most stable = 2)